(1)
{
  "formula": "C4H12N2S",
  "method": "ωB97M-V/def2-TZVPD",
  "de_lowest_kj_mol": 36.3,
  "homo_lumo_gap_ev": 9.6,
  "e_lumo_ev": 0.925,
  "smiles": "C[C@H](CS)NCN",
  "homo_energy_ev": -8.68,
  "total_charge": 0,
  "species": ["C", "C", "C", "S", "N", "C", "N", "H", "H", "H", "H", "H", "H", "H", "H", "H", "H", "H", "H"],
  "positions_angstrom": [[0.86863, 0.14126, -1.28654], [0.71577, -0.10310, 0.23444], [1.12445, -1.52505, 0.60095], [2.90883, -1.80671, 0.46658], [-0.63986, 0.12000, 0.69855], [-1.27359, 1.39831, 0.40422], [-2.70165, 1.31192, 0.34410], [1.89267, -0.02804, -1.63233], [0.19553, -0.45989, -1.89273], [0.70360, 1.18563, -1.55832], [1.34882, 0.68209, 0.65208], [0.89151, -1.68560, 1.65272], [0.54090, -2.20772, -0.03079], [2.93058, -2.34214, -0.74802], [-1.25218, -0.59893, 0.35042], [-1.07256, 2.12681, 1.19417], [-0.91639, 1.83389, -0.53649], [-3.10671, 0.52349, -0.14842], [-3.15835, 1.43376, 1.23539]],
  "lowdin_charge": [-0.09, -0.49, -0.54, 0.71, -0.05, -0.33, 0.00, 0.06, 0.08, 0.06, 0.13, 0.07, 0.09, -0.16, 0.10, 0.12, 0.10, 0.07, 0.06]
}


(2)
{
  "formula": "C4H12N2S",
  "method": "ωB97M-V/def2-TZVPD",
  "de_lowest_kj_mol": 64.1,
  "homo_lumo_gap_ev": 9.7,
  "e_lumo_ev": 0.922,
  "smiles": "CN[C@@H](CN)CS",
  "homo_energy_ev": -8.74,
  "total_charge": 0,
  "species": ["C", "N", "C", "C", "N", "C", "S", "H", "H", "H", "H", "H", "H", "H", "H", "H", "H", "H", "H"],
  "positions_angstrom": [[2.12838, -0.55916, -0.51543], [1.40743, -0.37509, 0.74758], [-0.00390, 0.06302, 0.67016], [-0.18302, 1.23794, -0.30490], [-1.51898, 1.83987, -0.26199], [-0.78846, -1.19926, 0.36908], [-2.62526, -1.08000, 0.20172], [3.03312, -1.12913, -0.35479], [2.34148, 0.39900, -1.01253], [1.52384, -1.05606, -1.23560], [1.95965, 0.29698, 1.26676], [-0.19642, 0.47315, 1.65239], [0.51511, 1.99673, 0.04606], [0.07235, 0.96570, -1.33528], [-2.23257, 1.22726, -0.62969], [-1.54190, 2.67503, -0.82520], [-0.65959, -1.91548, 1.16891], [-0.39501, -1.65893, -0.53405], [-2.83624, -2.20155, 0.88682]],
  "lowdin_charge": [-0.13, -0.09, -0.41, -0.26, -0.01, -0.49, 0.70, 0.08, 0.07, 0.06, 0.10, 0.14, 0.12, 0.11, 0.00, 0.06, 0.07, 0.06, -0.16]
}


(3)
{
  "formula": "C4H12N2S",
  "method": "ωB97M-V/def2-TZVPD",
  "de_lowest_kj_mol": 245.7,
  "homo_lumo_gap_ev": 9.1,
  "e_lumo_ev": 1.033,
  "smiles": "CN[C@@H](CN)CS",
  "homo_energy_ev": -8.09,
  "total_charge": 0,
  "species": ["C", "N", "C", "C", "N", "C", "S", "H", "H", "H", "H", "H", "H", "H", "H", "H", "H", "H", "H"],
  "positions_angstrom": [[1.76414, -1.12593, 1.40593], [1.16966, 0.07312, 1.00608], [-0.03081, 0.14390, 0.34685], [-0.30066, 1.53037, -0.35336], [-1.63477, 1.60935, -1.00684], [-0.29798, -0.94464, -0.70130], [-2.06205, -1.44586, -0.69185], [2.71966, -1.07971, 0.88485], [1.01459, -1.91340, 1.48856], [2.15937, -1.10533, 2.48976], [1.91813, 0.75963, 0.62714], [-0.72597, -0.08075, 1.12704], [-0.09493, 2.29843, 0.53274], [0.40457, 1.54341, -1.24792], [-1.78668, 2.38273, -1.62577], [-2.46965, 1.38104, -0.33990], [0.12867, -1.92321, -0.32868], [0.30682, -0.79138, -1.67191], [-2.18211, -1.31175, -1.94142]],
  "lowdin_charge": [-0.15, -0.14, -0.53, -0.24, -0.05, -0.51, 0.72, 0.08, 0.09, 0.09, 0.16, 0.11, 0.14, 0.12, 0.05, 0.10, 0.04, 0.12, -0.20]
}


(4)
{
  "formula": "C4H12N2S",
  "method": "ωB97M-V/def2-TZVPD",
  "de_lowest_kj_mol": 242.9,
  "homo_lumo_gap_ev": 9.3,
  "e_lumo_ev": 0.735,
  "smiles": "C=C(C)C.NSN",
  "homo_energy_ev": -8.61,
  "total_charge": 0,
  "species": ["C", "C", "C", "C", "H", "H", "H", "H", "H", "H", "H", "H", "N", "S", "N", "H", "H", "H", "H"],
  "positions_angstrom": [[1.85705, 0.18145, -0.92204], [0.63482, -0.32206, -1.07376], [0.24912, -1.71516, -0.73419], [-0.50251, 0.41503, -1.76036], [2.15568, 1.06400, -1.50490], [2.48999, -0.43782, -0.37358], [-0.64144, -1.76804, -0.19629], [0.96358, -2.38159, -0.05536], [0.18087, -2.06740, -1.73784], [-1.28562, 0.97704, -1.18995], [-0.09510, 0.95392, -2.54877], [-1.09239, -0.36545, -2.17700], [-1.16553, 0.09812, 2.94031], [-1.11528, 0.27183, 1.20873], [-0.05825, 1.63600, 1.40211], [-0.73534, -0.81682, 3.17000], [-2.09533, 0.13292, 3.31632], [-0.50840, 2.59191, 1.28665], [0.76407, 1.55212, 0.94992]],
  "lowdin_charge": [0.02, -0.51, -0.13, -0.10, 0.08, 0.04, -0.01, 0.13, 0.07, 0.06, 0.06, 0.06, -0.33, 0.81, -0.28, 0.02, 0.00, 0.07, -0.06]
}


(5)
{
  "formula": "C4H12N2S",
  "method": "ωB97M-V/def2-TZVPD",
  "de_lowest_kj_mol": 143.8,
  "homo_lumo_gap_ev": [10.0, 5.3],
  "e_lumo_ev": [-3.152, -7.833],
  "homo_energy_ev": [-13.20, -13.12],
  "multiplicity": 2,
  "total_charge": 1,
  "species": ["C", "N", "C", "C", "S", "C", "N", "H", "H", "H", "H", "H", "H", "H", "H", "H", "H", "H", "H"],
  "positions_angstrom": [[0.73230, -0.52115, -1.22938], [0.98650, 0.27705, -0.06235], [0.42421, 1.60095, 0.12177], [-0.45333, 1.63888, 1.39096], [-2.18918, 1.79494, 0.84884], [0.52573, -2.00316, -0.82208], [-0.75824, -2.31519, -0.20186], [1.63687, -0.43010, -1.84011], [-0.19174, -0.13913, -1.65607], [1.91893, 0.12934, 0.31971], [1.29525, 2.25160, 0.24711], [-0.06461, 1.90181, -0.79535], [-0.16157, 2.49282, 1.99813], [-0.42586, 0.67881, 1.88893], [-2.75335, 1.36846, 1.98949], [1.32003, -2.30343, -0.13217], [0.66613, -2.66283, -1.66729], [-1.00116, -1.59942, 0.47886], [-1.50692, -2.16025, -0.87715]],
  "lowdin_spin": [0.10, 0.59, 0.06, 0.05, 0.02, 0.05, 0.05, 0.04, 0.00, 0.01, 0.02, 0.00, 0.00, 0.00, 0.00, 0.00, 0.00, 0.01, 0.00]
}


(6)
{
  "formula": "C4H12N2Si",
  "method": "ωB97M-V/def2-TZVPD",
  "de_lowest_kj_mol": 307.0,
  "homo_lumo_gap_ev": 9.6,
  "e_lumo_ev": 0.999,
  "smiles": "[H]/N=N/C[Si](C)(C)C",
  "homo_energy_ev": -8.63,
  "total_charge": 0,
  "species": ["H", "N", "N", "C", "Si", "C", "C", "C", "H", "H", "H", "H", "H", "H", "H", "H", "H", "H", "H"],
  "positions_angstrom": [[3.04522, 1.48889, 1.41253], [2.32455, 0.89247, 0.96324], [2.56268, -0.30074, 0.84392], [1.18102, -1.08929, 0.13601], [-0.42661, -0.10051, -0.17781], [-0.02538, 0.81549, -1.83289], [-1.78238, -1.52581, -0.08097], [-0.93981, 1.27097, 1.06925], [0.87681, -1.97469, 0.71879], [1.71442, -1.46796, -0.77845], [-0.57216, 1.59732, -2.34176], [1.06180, 1.16963, -1.83097], [0.03045, -0.06898, -2.41127], [-2.84437, -1.11900, -0.21208], [-1.66878, -2.61579, -0.53377], [-1.83041, -1.81052, 1.03537], [-0.29310, 1.20110, 2.03107], [-0.45827, 2.09592, 0.64377], [-1.95570, 1.54151, 1.34603]],
  "lowdin_charge": [0.07, -0.02, -0.06, -0.22, 0.55, -0.20, -0.23, -0.20, 0.04, 0.06, 0.02, 0.05, -0.02, 0.03, 0.06, 0.03, 0.05, -0.03, 0.02]
}